22
Properties=species:S:1:pos:R:3:lowdin_charge:R:1 method="wB97M-V/def2-TZVPD" lumo_ev=-0.5 homo_lumo_gap_ev=8.6 homo_energy_ev=-9.1
N -0.9114 -1.1811 0.8108 -0.083
H -0.5596 1.0690 0.8916 0.097
H -1.0387 -2.7926 1.9883 0.053
S 0.9705 -1.5049 -1.5452 0.844
N 0.1814 -0.7077 0.4653 -0.105
C -2.1604 0.4668 -1.2587 -0.014
H 1.9215 2.8668 -1.5826 -0.177
N 1.8741 1.9351 1.2042 0.001
H 2.8385 2.2124 1.1604 0.061
C 1.2872 1.3749 -0.0229 -0.663
H -2.2765 -2.6798 0.7871 0.123
N 0.1404 0.6244 0.3572 -0.098
H 2.0621 0.7753 -0.4970 0.069
H -3.6348 0.9685 0.4790 0.043
H 1.3576 2.7568 1.5476 0.068
O 2.3371 -1.0393 -1.4284 -0.431
S 0.6795 2.7910 -1.1745 0.694
O 0.7047 -2.9119 -1.5360 -0.409
C -2.7345 0.6061 -0.0885 -0.015
C -1.1231 -2.5241 0.9967 -0.131
H -1.2605 0.1268 -1.8315 0.003
H -0.6550 -3.2325 0.2772 0.069



92
Properties=species:S:1:pos:R:3:lowdin_charge:R:1 method="wB97M-V/def2-TZVPD" lumo_ev=-3.4 charge=+1 homo_lumo_gap_ev=5.6 homo_energy_ev=-9.0
C -2.4861 -3.0895 -2.1493 -0.253
C -1.0720 -5.0941 -3.4794 -0.082
C -3.3992 1.3930 -2.3025 0.026
H 2.6114 1.4834 4.9043 0.110
C 3.3223 6.0979 2.1083 -0.596
F 3.1585 7.0947 1.2295 0.161
O 2.8869 2.4090 -5.7899 -0.044
C 3.6054 -1.0640 2.9202 -0.029
C -3.6577 1.6301 -4.8107 -0.199
C -2.4410 -4.9354 -3.6922 -0.068
H 4.4128 -0.2841 4.7201 0.109
O -0.9773 -1.2629 -0.5431 -0.263
C 1.4056 4.8070 1.1621 0.031
H -2.9406 -5.4963 4.4416 0.107
H 1.0456 2.0867 -4.4602 0.122
C -2.8281 1.4470 -3.5627 -0.154
H 0.8033 5.7048 1.1879 0.136
C 0.7858 1.1674 -2.5357 -0.171
C -2.6512 -3.4078 4.0570 -0.097
H 3.3920 1.5700 1.0250 0.109
H -0.9654 1.4344 -4.6176 0.133
C 2.7105 0.5379 -1.4343 -0.107
H -1.7340 1.0234 5.3551 0.034
N -1.2546 1.1729 -1.2827 -0.002
C -1.4641 -5.1616 2.9197 -0.074
C 2.3840 -1.8424 0.9089 -0.126
H -0.5298 -0.2641 5.1474 0.029
H 3.0031 -2.7094 0.7307 0.127
H -4.4932 0.6664 3.4665 0.033
C 0.8712 3.6140 0.7173 -0.103
C -1.5988 -0.0501 5.2110 -0.205
C 2.8436 2.5033 1.0623 -0.124
N 0.8422 -2.5838 -0.6779 0.114
C 2.9109 1.5558 -3.5783 -0.147
H -2.9939 1.2070 -0.1961 0.046
H -1.9982 -0.5726 6.0851 0.041
H -0.4727 -2.1285 1.8140 0.030
H 0.8545 1.5825 3.2290 0.062
H -4.1602 3.5199 -4.6283 0.097
C 3.4654 3.6489 1.5266 0.044
Si -2.4050 -0.6503 3.6505 0.337
C -1.1079 -3.2342 -1.9346 -0.086
C -4.2273 -0.3902 3.4060 -0.217
H 4.5835 0.8773 -2.3894 0.133
H -4.6759 1.2710 -4.6448 0.128
C 2.6279 0.7916 4.0736 -0.068
C 3.6447 -0.2061 3.9623 -0.067
H -4.4838 -0.7544 2.4098 0.037
N 1.2650 -1.6093 0.1874 -0.229
C -0.4203 -4.2503 -2.6076 -0.027
H -1.2751 -6.2157 2.7618 0.107
C -0.7715 -4.2110 2.1835 -0.068
H 4.3316 2.9082 -4.3828 0.140
C -1.0227 -2.8602 2.3861 -0.106
H -3.3924 -3.1080 4.7932 0.102
H -0.1621 3.5607 0.3945 0.107
H -0.5249 -5.8742 -3.9911 0.104
Ta 0.1994 0.1369 0.4047 1.466
C -0.6881 1.2558 -2.4995 -0.188
H -4.8193 -0.9435 4.1387 0.039
C -2.5816 1.2592 -1.1954 -0.135
C -0.3769 -2.3441 -1.0276 -0.394
H -2.9631 -5.5968 -4.3720 0.109
N 1.5789 0.0138 2.0518 -0.132
C 1.6494 0.8559 3.1438 -0.214
H 4.4410 1.2622 -5.0161 0.138
H 0.6398 -4.3585 -2.4218 0.111
C -2.4001 -4.7583 3.8622 -0.078
C 1.5280 1.6396 -3.6048 0.074
H 3.4143 2.7297 -6.5280 0.105
H 4.4964 3.6234 1.8475 0.132
H -4.2032 -3.8054 -3.1801 0.121
H -4.4732 1.4248 -2.1699 0.131
F 2.7218 6.4619 3.2483 0.165
C 3.5083 0.9846 -2.4594 0.024
C 2.7252 4.8157 1.5816 -0.086
N 1.3724 0.6289 -1.4565 -0.021
F 4.6292 5.9749 2.3535 0.157
O -3.6370 2.9841 -5.2337 -0.031
H -2.6794 -1.6363 -0.9393 0.068
N 1.5711 2.4756 0.6657 0.009
Se -1.5446 0.7895 1.9818 0.459
O -3.2488 -2.1537 -1.5323 0.064
H -3.2226 1.0592 -5.6290 0.130
H 3.1411 0.0406 -0.5709 0.098
H 4.3280 -1.8622 2.8100 0.119
C -1.9680 -2.4340 3.3180 -0.283
C 2.5639 -0.9642 1.9483 -0.303
C -3.1391 -3.9427 -3.0362 -0.009
C 3.7402 2.0517 -4.7257 -0.198
C -1.4435 1.3930 -3.6485 0.069
H -0.0403 -4.5170 1.4440 0.103



21
Properties=species:S:1:pos:R:3:lowdin_spin:R:1 method="wB97M-V/def2-TZVPD" lumo_ev="-4.0 / -7.1" charge=+1 homo_lumo_gap_ev="8.7 / 8.4" spin_multiplicity=3 homo_energy_ev="-12.7 / -15.6"
C 1.1803 -0.6624 1.2741 0.011
H 1.0688 1.7125 -1.1141 0.017
H -0.8020 -2.2518 0.6834 0.000
C -0.0997 0.1370 -0.5452 0.616
H -0.5402 1.3718 2.5134 0.007
H 1.1813 -1.3648 2.0044 0.002
H -1.2164 -0.9046 -2.5971 0.031
C -1.3207 -1.2010 0.9908 0.029
H 1.4304 0.2845 -3.0228 0.020
C -0.1884 -0.1492 0.8576 0.083
C 0.4010 0.3534 -2.6369 0.095
H -1.4281 1.6902 1.1417 0.002
N -0.2416 -0.9444 -2.3214 0.944
H -0.0624 0.9145 -3.3476 0.001
H 0.5164 1.9130 1.2944 0.001
H -2.1007 -0.9478 0.4168 0.003
N 0.4831 0.9775 -1.3345 0.113
H 1.8716 0.1990 1.7152 0.001
H -1.5632 -1.1854 2.0855 0.002
H 1.8488 -1.2015 0.5365 0.001
C -0.4186 1.2594 1.4057 0.022



41
Properties=species:S:1:pos:R:3:lowdin_charge:R:1 method="wB97M-V/def2-TZVPD" lumo_ev=0.4 smiles=COC[C@H](C)N.CO.CO.CO.CO homo_lumo_gap_ev=10.0 homo_energy_ev=-9.6
C 1.8948 1.2133 3.6420 -0.232
H -2.0696 -0.9096 -3.6749 0.032
O -3.4904 -0.3127 -4.6938 -0.136
H -3.4952 -0.0319 -6.7668 0.082
H -4.3738 -0.6420 -4.8640 0.088
H -1.8978 -0.2790 -6.0035 0.082
C 3.3024 1.7275 3.8882 -0.438
C 4.2300 0.5838 4.2312 -0.068
H 4.0427 -0.2720 3.5742 0.078
H -2.7898 1.2624 -5.8243 0.081
H -0.2136 0.4999 2.5649 0.081
H 0.5451 -1.6983 -4.1706 0.036
H 3.6412 2.2622 2.9999 0.142
H 2.7487 3.5149 4.6718 0.067
H 0.5867 -1.0908 2.6065 0.092
O -4.5858 -1.7543 1.7602 -0.120
H -4.7304 0.3142 1.9744 0.075
H -3.1261 -0.2701 1.7976 0.066
C 2.3288 -1.1293 -3.7235 -0.161
H 2.8068 -2.0837 -3.4863 0.073
C -1.2929 -0.9693 -1.9027 -0.155
H 0.4716 -0.1861 1.0783 0.077
H -2.3029 -0.9354 -1.4828 0.069
C 0.6127 -0.0919 2.1541 -0.110
H 4.0640 0.2059 5.2430 0.079
H -0.6328 -1.5596 -1.2694 0.075
O 1.2683 -1.2917 -4.6655 -0.139
C -2.8784 0.1766 -5.8921 -0.116
H 2.8206 2.4275 5.7982 0.069
N 3.3369 2.7336 4.9720 0.024
H -0.8795 0.0491 -1.8445 0.081
H 5.2876 0.8228 4.1327 0.076
O 1.8529 0.5257 2.4072 -0.189
H 1.9581 -0.7279 -2.7732 0.068
O -1.3628 -1.4135 -3.2437 -0.136
C -4.1435 -0.4388 1.4369 -0.160
H 1.1371 2.0075 3.6557 0.122
H 3.0232 -0.4184 -4.1618 0.074
H -5.1654 -2.0335 1.0486 0.069
H -4.1681 -0.2894 0.3585 0.068
H 1.6385 0.5025 4.4473 0.131



13
Properties=species:S:1:pos:R:3:lowdin_charge:R:1 method="wB97M-V/def2-TZVPD" lumo_ev=0.8 smiles="C=O.CCO" homo_lumo_gap_ev=11.0 homo_energy_ev=-10.3
H -0.2890 -1.0262 -0.6411 0.046
O 0.7041 -0.2796 2.4944 -0.093
O -1.3907 0.4605 -2.1521 0.005
H 1.6150 0.0551 2.4912 0.077
H 1.2810 -1.7126 -0.0621 0.074
H -1.0111 2.3325 -2.7730 0.081
C 0.2849 -1.3663 0.2168 -0.089
H -0.2227 -2.2704 0.5534 0.076
H -0.8144 0.0498 1.3433 0.114
C 0.2350 -0.1658 1.1241 -0.313
C -0.8766 1.5258 -2.0446 -0.136
H -0.2256 1.7163 -1.1827 0.065
H 0.7100 0.6809 0.6325 0.093



13
Properties=species:S:1:pos:R:3:lowdin_charge:R:1 method="wB97M-V/def2-TZVPD" lumo_ev="-6.5 / -5.0" charge=+1 homo_lumo_gap_ev="7.2 / 8.6" homo_energy_ev="-13.7 / -13.6"
H -1.7431 -2.3617 -0.3217 0.146
H 2.9692 -0.7740 0.2539 0.168
C -1.5626 0.2359 0.1783 -0.217
H 0.6442 -1.4348 -0.2769 0.137
C 2.1583 -0.0603 0.0281 -0.147
H 0.7449 -0.8170 1.3452 0.161
C -0.2795 0.5598 -0.0651 -0.305
Ga 0.7358 2.0040 -0.7606 0.996
O 2.4553 1.0234 -0.4805 -0.031
H -1.8710 -0.3962 1.0211 0.136
O -2.6545 0.8991 -0.3119 0.054
C 0.7615 -0.4832 0.2885 -0.202
H -2.3584 1.6050 -0.8985 0.104



It is found that the total energy values, taken in the order of the records, are -1324.05248, -5185.41083, -345.41847, -751.85233, -269.52621, -2230.83015 Ha.
It is found that the energy relative to the best compared isomer or geometry (same formula, charge and spin) values, taken in the order of the records, are 0.954, 0.546, 3.515, 1.733, 1.869, 0.151 eV.
It is found that the F_max values, taken in the order of the records, are 6.8, 1.2, 6.4, 1.0, 1.8, 2.8 eV Å⁻¹.